# 1
{"formula": "C3H10O4", "method": "the ωB97M-V functional and the def2-TZVPD basis", "spin_multiplicity": 1, "energy_ev": -11462.5319, "homo_lumo_gap_ev": 10.344, "lumo_energy_ev": 0.29, "homo_ha": -0.3696, "smiles": "CCC(=O)O.O.O", "symbols": ["C", "C", "C", "O", "O", "H", "H", "H", "H", "H", "H", "O", "H", "H", "O", "H", "H"], "xyz": [[-1.66, 0.14, -1.82], [-0.57, 1.12, -1.82], [0.47, 0.89, -0.56], [1.60, 0.48, -0.82], [-0.21, 0.98, 0.54], [-2.66, 0.37, -1.15], [-1.41, -0.84, -1.33], [-1.84, -0.20, -2.84], [0.04, 0.92, -2.77], [-1.08, 2.14, -1.86], [0.04, 0.41, 1.39], [-0.34, -0.93, 2.55], [0.57, -1.37, 2.63], [-0.86, -1.08, 3.33], [2.84, -1.33, 1.66], [2.68, -0.49, 2.09], [2.40, -1.23, 0.79]]}

***

# 2
{"formula": "C21H28BeFN6O4S", "method": "the ωB97M-V functional and the def2-TZVPD basis", "spin_multiplicity": 1, "energy_ev": -53318.4646, "homo_lumo_gap_ev": 8.555, "total_charge": 1, "lumo_energy_ev": -2.70, "homo_ha": -0.4135, "symbols": ["Be", "N", "N", "C", "N", "S", "H", "H", "H", "H", "H", "C", "C", "C", "C", "C", "C", "C", "F", "C", "C", "C", "O", "C", "C", "N", "C", "C", "O", "O", "H", "H", "H", "H", "H", "H", "H", "H", "H", "H", "H", "C", "N", "C", "C", "C", "N", "C", "C", "O", "H", "H", "H", "H", "H", "H", "H", "H", "H", "H", "H", "H"], "xyz": [[0.59, 0.05, -0.10], [-0.44, -0.10, 2.65], [-1.67, -0.65, 2.29], [-1.78, -1.47, 1.24], [-2.99, -2.02, 1.05], [-0.53, -1.85, 0.17], [-0.29, -0.22, 3.64], [-0.39, 0.87, 2.36], [-2.51, -0.31, 2.74], [-3.72, -1.97, 1.74], [-3.13, -2.60, 0.25], [-1.63, 4.16, -5.48], [-2.35, 2.84, -5.23], [-2.66, 2.06, -6.50], [-1.37, 1.62, -7.19], [-0.46, 0.91, -6.22], [0.49, 0.03, -6.66], [1.31, -0.65, -5.76], [2.22, -1.50, -6.25], [1.21, -0.47, -4.41], [0.24, 0.43, -3.93], [0.10, 0.62, -2.50], [0.87, -0.01, -1.71], [-0.90, 1.52, -2.07], [-1.66, 2.17, -3.01], [-1.54, 2.00, -4.32], [-0.59, 1.12, -4.83], [-1.15, 1.85, -0.62], [-2.02, 2.65, -0.33], [-0.36, 1.27, 0.23], [-2.21, 4.78, -6.16], [-0.64, 4.00, -5.92], [-1.50, 4.71, -4.55], [-3.28, 3.03, -4.70], [-3.26, 2.68, -7.16], [-3.25, 1.18, -6.24], [-0.85, 2.49, -7.61], [-1.59, 0.96, -8.02], [0.61, -0.17, -7.72], [1.83, -1.01, -3.72], [-2.41, 2.87, -2.67], [2.93, 2.33, -0.54], [3.71, 1.10, -0.40], [5.01, 1.08, -1.05], [5.91, 0.06, -0.38], [5.20, -1.28, -0.35], [3.87, -1.13, 0.23], [3.26, -2.35, 0.74], [3.16, 0.01, 0.15], [2.00, 0.05, 0.66], [3.55, 3.17, -0.25], [2.05, 2.30, 0.09], [2.63, 2.47, -1.58], [5.44, 2.08, -0.97], [4.90, 0.86, -2.12], [6.13, 0.39, 0.64], [6.85, -0.03, -0.92], [5.75, -1.99, 0.27], [5.12, -1.70, -1.35], [3.91, -2.80, 1.49], [3.11, -3.07, -0.07], [2.30, -2.12, 1.20]]}

***

# 3
{"formula": "C3H5FeO3", "method": "the ωB97M-V functional and the def2-TZVPD basis", "spin_multiplicity": 5, "energy_ev": -43707.6940, "homo_lumo_gap_ev": [8.159, 7.073], "total_charge": 1, "lumo_energy_ev": [-6.37, -6.40], "s_squared": 6.297, "homo_ha": [-0.5339, -0.4951], "symbols": ["H", "O", "C", "C", "O", "O", "C", "Fe", "H", "H", "H", "H"], "xyz": [[-0.46, 2.12, 0.43], [-0.15, 0.82, 0.75], [1.51, -0.08, 0.51], [-1.03, -0.28, 0.46], [2.28, 0.87, 0.29], [1.00, -0.49, -0.72], [-0.30, -1.09, -0.62], [1.22, 2.13, -0.77], [-2.03, 0.04, 0.18], [-1.07, -0.85, 1.40], [-0.79, -1.05, -1.60], [-0.18, -2.13, -0.32]]}

***

# 4
{"formula": "C25H66B4O14", "method": "the ωB97M-V functional and the def2-TZVPD basis", "spin_multiplicity": 1, "energy_ev": -58372.8026, "homo_lumo_gap_ev": 9.361, "lumo_energy_ev": -0.25, "homo_ha": -0.3534, "symbols": ["C", "C", "O", "C", "C", "O", "C", "C", "O", "C", "B", "O", "B", "O", "B", "B", "O", "O", "O", "H", "H", "H", "H", "H", "H", "H", "H", "H", "H", "H", "H", "H", "H", "H", "H", "H", "H", "C", "C", "C", "O", "H", "H", "H", "H", "H", "H", "H", "H", "C", "C", "C", "O", "H", "H", "H", "H", "H", "H", "H", "H", "C", "C", "C", "O", "H", "H", "H", "H", "H", "H", "H", "H", "C", "C", "C", "O", "H", "H", "H", "H", "H", "H", "H", "H", "C", "C", "C", "O", "H", "H", "H", "H", "H", "H", "H", "H", "C", "C", "C", "O", "H", "H", "H", "H", "H", "H", "H", "H"], "xyz": [[3.16, 1.44, 1.48], [2.19, 2.52, 1.85], [2.27, 3.62, 0.96], [1.08, 4.37, 0.88], [0.64, 5.00, 2.19], [-0.68, 5.52, 2.05], [-1.62, 4.53, 2.42], [-3.03, 4.96, 2.08], [-3.93, 4.03, 2.65], [-4.14, 2.87, 1.85], [-3.43, 1.57, 2.39], [-2.42, 1.58, 3.34], [-1.80, 0.37, 3.52], [-1.60, -0.49, 2.46], [-2.50, -0.20, 1.45], [-2.20, -0.30, -0.22], [-1.44, -1.25, -0.83], [-2.79, 0.65, -1.04], [-3.73, 0.30, 1.88], [2.92, 0.58, 2.09], [4.18, 1.71, 1.73], [3.09, 1.13, 0.45], [2.44, 2.86, 2.85], [1.17, 2.14, 1.90], [1.26, 5.18, 0.20], [0.27, 3.78, 0.45], [0.64, 4.30, 3.03], [1.33, 5.80, 2.44], [-1.40, 3.62, 1.86], [-1.59, 4.32, 3.48], [-3.23, 5.92, 2.55], [-3.18, 5.09, 1.01], [-3.76, 3.03, 0.84], [-5.20, 2.66, 1.74], [-1.43, 0.08, 4.61], [-0.78, -1.58, -0.20], [-2.28, 1.48, -1.00], [-8.33, 1.64, 1.70], [-7.99, 0.75, 0.52], [-8.36, -0.70, 0.80], [-6.60, 0.85, 0.22], [-7.77, 1.34, 2.59], [-8.06, 2.68, 1.49], [-9.39, 1.61, 1.94], [-8.52, 1.09, -0.36], [-7.80, -1.08, 1.67], [-8.10, -1.33, -0.05], [-9.42, -0.81, 1.01], [-6.09, 0.55, 0.98], [-10.03, 1.73, -2.92], [-10.48, 3.17, -2.73], [-9.66, 4.13, -3.58], [-10.38, 3.54, -1.35], [-8.98, 1.62, -2.62], [-10.63, 1.06, -2.30], [-10.12, 1.42, -3.96], [-11.53, 3.26, -3.00], [-8.60, 4.08, -3.30], [-9.99, 5.15, -3.43], [-9.74, 3.88, -4.64], [-9.45, 3.47, -1.10], [2.93, -2.82, 2.63], [4.27, -2.66, 1.93], [5.28, -3.69, 2.42], [4.77, -1.34, 2.12], [3.04, -2.66, 3.71], [2.21, -2.08, 2.27], [2.51, -3.82, 2.48], [4.13, -2.78, 0.85], [5.46, -3.55, 3.49], [6.23, -3.57, 1.91], [4.92, -4.71, 2.26], [4.90, -1.21, 3.07], [10.40, -1.08, 0.21], [9.00, -1.66, 0.08], [8.06, -1.11, 1.13], [9.05, -3.09, 0.18], [10.83, -1.33, 1.19], [11.06, -1.49, -0.55], [10.39, 0.01, 0.11], [8.61, -1.44, -0.91], [8.41, -1.37, 2.14], [7.06, -1.54, 1.02], [7.97, -0.03, 1.06], [9.40, -3.31, 1.05], [-2.73, -1.31, -5.61], [-3.34, 0.09, -5.57], [-2.34, 1.11, -5.05], [-4.50, 0.09, -4.74], [-2.43, -1.62, -4.61], [-3.46, -2.03, -5.98], [-1.86, -1.34, -6.26], [-3.67, 0.37, -6.57], [-2.03, 0.86, -4.03], [-2.79, 2.10, -5.02], [-1.45, 1.15, -5.68], [-4.23, -0.15, -3.85], [10.86, -7.46, -0.03], [9.63, -7.20, -0.89], [10.03, -6.68, -2.27], [8.77, -6.26, -0.25], [11.42, -6.53, 0.12], [10.56, -7.82, 0.96], [11.52, -8.19, -0.49], [9.06, -8.12, -0.99], [10.56, -5.74, -2.18], [9.14, -6.50, -2.87], [10.66, -7.40, -2.79], [9.25, -5.43, -0.15]]}